Entry 1:
{
  "formula": "C17H29BrClN3O8S4",
  "method": "ωB97M-V/def2-TZVPD",
  "symbols": ["C", "S", "O", "O", "C", "Br", "C", "N", "C", "N", "Cl", "C", "N", "H", "H", "H", "H", "H", "C", "C", "C", "S", "O", "O", "C", "H", "H", "H", "H", "H", "H", "H", "H", "C", "C", "C", "S", "O", "O", "C", "H", "H", "H", "H", "H", "H", "H", "H", "C", "C", "C", "S", "O", "O", "C", "H", "H", "H", "H", "H", "H", "H", "H"],
  "positions_angstrom": [[-0.916499, -2.491615, 2.615977], [-2.040042, -1.378411, 3.375622], [-2.472883, -1.880589, 4.651716], [-1.453546, -0.075059, 3.313165], [-3.577274, -1.340567, 2.345301], [-3.026828, -1.228561, 0.481604], [-4.278801, -0.097504, 2.633432], [-4.863568, 0.858958, 2.875227], [-4.532323, -2.579668, 2.647325], [-3.767693, -3.786775, 2.843370], [-5.662879, -2.851855, 1.296240], [-5.377832, -2.264142, 3.820711], [-5.960965, -2.064392, 4.787813], [-0.067593, -2.550779, 3.294932], [-0.616504, -2.070438, 1.660767], [-1.350917, -3.473866, 2.448825], [-4.402856, -4.575841, 2.896581], [-3.289033, -3.724788, 3.740665], [3.043703, 0.770949, 3.273388], [3.660563, 0.698403, 1.869440], [4.065372, -0.760985, 1.630952], [2.948347, -1.762059, 2.622927], [3.703725, -2.440200, 3.646052], [2.062869, -2.512150, 1.759967], [2.063256, -0.393160, 3.368168], [2.541769, 1.721417, 3.445893], [3.823683, 0.659176, 4.030015], [2.919819, 1.006153, 1.129079], [4.515352, 1.357676, 1.762920], [3.962008, -1.073123, 0.594305], [5.074543, -0.968889, 1.982148], [1.789044, -0.667511, 4.384852], [1.166923, -0.209748, 2.775797], [7.029501, 1.882905, -3.082874], [6.030235, 0.785093, -3.474592], [4.974551, 0.712188, -2.365415], [4.886645, 2.364174, -1.652197], [5.334829, 2.299842, -0.281741], [3.622591, 2.973785, -1.966181], [6.188963, 3.079553, -2.651242], [7.691559, 2.141606, -3.907686], [7.648254, 1.544657, -2.249042], [5.553370, 1.045352, -4.421242], [6.520119, -0.178099, -3.607978], [3.984112, 0.450219, -2.729300], [5.267849, 0.034151, -1.565812], [6.722969, 3.811887, -2.050531], [5.710917, 3.566409, -3.500894], [-5.869024, 0.778984, -4.402337], [-6.367103, 1.308416, -3.049789], [-5.296537, 0.973475, -2.004742], [-3.731288, 0.931430, -2.895007], [-3.217246, -0.417596, -2.856428], [-2.902069, 2.035951, -2.493488], [-4.417809, 1.232342, -4.521256], [-6.469295, 1.153019, -5.230367], [-5.918282, -0.311866, -4.417376], [-6.500961, 2.390149, -3.107811], [-7.326743, 0.873756, -2.774598], [-5.216138, 1.717878, -1.216415], [-5.441755, -0.013008, -1.567871], [-3.832523, 0.680128, -5.252540], [-4.342646, 2.303193, -4.708395]],
  "atomic_forces_ev_per_a": [[-0.08, -0.27, -0.50], [0.31, 0.32, 0.69], [-0.10, -0.29, -0.03], [-0.10, 0.15, -0.22], [-0.31, -0.26, -0.55], [-0.01, -0.08, -0.04], [0.05, 0.05, 0.20], [0.02, 0.01, -0.08], [0.13, 0.06, 0.13], [0.01, 0.02, 0.02], [-0.06, 0.05, -0.01], [0.21, 0.14, 0.16], [-0.11, -0.06, -0.06], [-0.05, 0.07, 0.03], [0.20, 0.02, 0.13], [-0.09, 0.06, 0.15], [0.01, 0.01, -0.13], [-0.06, 0.01, -0.01], [0.05, -0.03, -0.01], [-0.11, -0.07, 0.15], [0.08, 0.17, -0.12], [-0.04, 0.22, -0.06], [-0.03, -0.10, -0.02], [0.03, -0.09, 0.08], [0.01, 0.12, 0.01], [0.00, 0.00, 0.00], [-0.02, 0.00, 0.01], [0.00, 0.00, 0.00], [0.00, 0.03, -0.04], [0.00, -0.07, 0.02], [-0.03, -0.05, 0.05], [0.01, -0.07, -0.01], [0.00, -0.01, 0.00], [-0.03, -0.04, 0.03], [0.00, 0.03, 0.02], [0.05, -0.11, -0.14], [-0.02, 0.01, -0.05], [0.05, 0.01, -0.04], [-0.02, 0.02, 0.05], [0.13, -0.01, -0.08], [0.00, -0.01, 0.00], [0.00, 0.02, 0.00], [0.00, 0.02, 0.01], [0.00, 0.00, -0.01], [-0.02, 0.02, 0.05], [0.01, 0.06, 0.04], [-0.06, 0.01, 0.05], [-0.02, 0.00, 0.01], [0.00, -0.01, 0.05], [0.03, -0.01, -0.01], [-0.18, 0.06, 0.00], [-0.09, 0.07, 0.04], [0.08, -0.04, 0.08], [0.09, -0.05, 0.00], [-0.13, -0.02, -0.10], [-0.01, 0.00, 0.00], [0.01, 0.00, -0.01], [0.02, 0.00, -0.01], [0.00, 0.01, 0.00], [0.06, -0.03, 0.03], [0.06, -0.02, -0.02], [0.06, 0.00, 0.05], [0.02, 0.00, 0.02]],
  "mulliken_charge": [-1.228, 1.312, -0.696, -0.624, 0.165, 0.046, -0.148, -0.442, 0.798, -0.494, -0.131, -0.083, -0.431, 0.375, 0.434, 0.538, 0.321, 0.291, -0.979, -0.438, -0.652, 1.201, -0.681, -0.652, -0.481, 0.381, 0.353, 0.249, 0.343, 0.265, 0.370, 0.531, 0.201, -0.557, -0.701, -0.479, 1.172, -0.628, -0.690, -0.742, 0.348, 0.289, 0.302, 0.343, 0.416, 0.186, 0.397, 0.338, -0.568, -0.702, -0.427, 1.141, -0.632, -0.678, -0.702, 0.345, 0.288, 0.310, 0.330, 0.377, 0.195, 0.389, 0.325],
  "molar_mass_g_mol": 647.06,
  "total_energy_ev": -164852.6374,
  "smiles": "CS(=O)(=O)[C@](Br)(C#N)[C@](N)(Cl)C#N.O=S1(=O)CCCC1.O=S1(=O)CCCC1.O=S1(=O)CCCC1",
  "charge": 0,
  "e_homo_ev": -10.37,
  "homo_lumo_gap_ha": 0.374
}

=====

Entry 2:
{
  "formula": "C2H5BrI2OSi",
  "method": "ωB97M-V/def2-TZVPD",
  "symbols": ["C", "C", "O", "Si", "Br", "I", "I", "H", "H", "H", "H", "H"],
  "positions_angstrom": [[1.556142, -0.464419, -0.617224], [1.173544, 0.203348, 0.653954], [0.030050, -0.237149, 1.118532], [-2.273887, 0.135198, -0.024030], [-3.535295, 0.120214, 1.759130], [-1.995532, 2.371989, -0.873748], [-3.030199, -1.588947, -1.542249], [2.473500, -0.076495, -0.863142], [1.897181, -1.567228, -0.350080], [0.809921, -0.374939, -1.385598], [1.082315, 1.358878, 0.578369], [1.812263, 0.119549, 1.546087]],
  "atomic_forces_ev_per_a": [[1.14, -3.03, 1.94], [-0.14, 3.18, -0.33], [-6.05, -1.51, 0.68], [2.59, -0.19, 1.24], [0.15, -0.04, -0.04], [0.01, -0.27, -0.07], [0.31, 0.30, 0.15], [2.19, 1.28, -1.51], [-1.42, 1.80, -0.79], [-0.25, -0.13, -0.26], [0.62, -1.02, -0.57], [0.85, -0.37, -0.44]],
  "mulliken_charge": [-0.854, -0.251, -0.561, 0.499, -0.162, 0.015, 0.022, 0.390, 0.197, 0.232, 0.199, 0.275],
  "molar_mass_g_mol": 406.86,
  "total_energy_ev": -98324.0508,
  "e_above_lowest_kcal_mol": 90.18,
  "charge": 0,
  "e_homo_ev": [-8.61, -8.55],
  "homo_lumo_gap_ha": [0.252, 0.251]
}

=====

Entry 3:
{
  "formula": "C5H6N4O3S",
  "method": "ωB97M-V/def2-TZVPD",
  "symbols": ["C", "C", "C", "C", "C", "N", "N", "N", "N", "O", "O", "O", "S", "H", "H", "H", "H", "H", "H"],
  "positions_angstrom": [[-0.306401, -1.667072, 0.147141], [0.858142, -1.015570, 0.043825], [-0.061370, 1.016104, -0.184443], [-1.563405, 0.214914, -0.133818], [2.124679, -1.945848, 0.069026], [1.021509, 0.287926, -0.196357], [-1.529653, -1.055753, 0.001737], [-0.048632, 2.299371, -0.509522], [3.222619, -1.246416, -0.250021], [1.978727, -3.108589, 0.274540], [-3.351548, 1.369415, 1.309807], [-2.900384, 2.390156, -0.925408], [-3.166291, 1.044403, -0.335536], [-0.303440, -2.712870, 0.475338], [-3.172869, 0.597661, 1.958183], [-0.905135, 2.695825, -0.369655], [0.749821, 2.871041, -0.827807], [3.248205, -0.224673, -0.093863], [4.105426, -1.810025, -0.453166]],
  "atomic_forces_ev_per_a": [[-6.32, -0.68, 0.48], [5.16, -0.56, -0.47], [-1.84, -1.02, -1.02], [1.78, 5.28, -0.61], [-2.45, 3.61, -0.15], [-0.03, 1.00, 0.38], [2.13, -4.88, 0.91], [2.15, -1.14, 0.03], [2.89, -0.69, -0.35], [0.51, -2.18, 0.10], [0.09, -0.97, 1.19], [-0.19, -1.20, 0.90], [1.67, 0.34, 0.29], [-0.06, 0.42, -0.35], [-0.35, 1.47, -1.96], [-2.79, 1.95, -0.12], [-0.55, -0.98, 0.49], [-0.09, -1.23, -0.46], [-1.73, 1.44, 0.70]],
  "mulliken_spin": [0.270, 0.449, 0.049, 0.621, 0.014, 0.115, 0.149, 0.190, 0.011, 0.061, 0.049, 0.011, 0.029, 0.005, -0.007, -0.007, -0.008, -0.001, -0.001],
  "molar_mass_g_mol": 202.20,
  "total_energy_ev": -28215.9567,
  "e_above_lowest_kcal_mol": 0.00,
  "charge": 0,
  "multiplicity": 3,
  "e_homo_ev": [-6.00, -9.28],
  "homo_lumo_gap_ha": [0.238, 0.229]
}

=====

Entry 4:
{
  "formula": "C4H6F3N2O3",
  "method": "ωB97M-V/def2-TZVPD",
  "symbols": ["C", "C", "C", "C", "N", "N", "O", "O", "O", "F", "F", "F", "H", "H", "H", "H", "H", "H"],
  "positions_angstrom": [[-1.702812, 0.958679, -0.822697], [-1.473000, -1.057156, 0.813386], [-1.053602, 0.032270, 0.017912], [1.370087, 1.452786, 0.045964], [2.081502, -1.878143, -0.176636], [0.772989, 0.168755, 0.137446], [1.732761, -1.639303, -1.247496], [2.724324, -2.591656, 0.440031], [1.328087, -0.749050, 0.873416], [0.881530, 2.087372, -1.022445], [2.676061, 1.320329, -0.087622], [1.116368, 2.220361, 1.106082], [-2.775413, 0.749519, -0.881498], [-1.261674, 0.968897, -1.828991], [-1.545933, 1.995327, -0.490510], [-2.205265, -0.701811, 1.553503], [-0.642327, -1.534323, 1.345924], [-2.023685, -1.802859, 0.224224]],
  "atomic_forces_ev_per_a": [[-0.96, 0.50, -0.61], [0.02, -0.80, 0.37], [6.16, 0.56, 0.84], [0.48, 1.01, 0.07], [-1.18, 1.43, 0.47], [-5.63, -1.49, -0.72], [0.02, -0.24, -1.56], [0.94, -1.05, 0.80], [0.28, 0.28, 0.32], [-0.14, -0.18, -0.04], [-0.02, -0.13, 0.07], [0.00, -0.11, 0.09], [0.12, 0.04, -0.02], [0.09, -0.18, 0.08], [0.10, -0.07, 0.18], [-0.10, 0.21, -0.09], [-0.12, 0.13, -0.16], [-0.06, 0.08, -0.12]],
  "mulliken_charge": [-1.149, -1.029, 0.854, 0.681, 1.187, 0.262, -0.389, -0.431, -0.494, -0.249, -0.228, -0.239, 0.372, 0.382, 0.371, 0.371, 0.353, 0.375],
  "molar_mass_g_mol": 187.10,
  "total_energy_ev": -21505.0070,
  "e_above_lowest_kcal_mol": 39.60,
  "charge": 1,
  "e_homo_ev": [-14.47, -14.47],
  "homo_lumo_gap_ha": [0.281, 0.281]
}